1.
Here is the molecule C4H6N2S2 at a distorted geometry from the Open Molecules 2025 dataset. Energies are from wB97M-V/def2-TZVPD.

XYZ file:
```
14
Properties=species:S:1:pos:R:3:lowdin_charge:R:1
S -0.3000 -0.8324 3.0566 0.505
C 0.1429 -0.2216 1.5316 -0.927
N -0.2938 0.9857 1.0551 0.045
C 0.0952 1.1680 -0.3343 -0.237
C -0.4364 0.1428 -1.2871 -0.553
S -1.8858 -0.8093 -0.8537 0.787
C 0.9059 -0.0029 -0.6345 -0.245
N 0.9759 -0.7159 0.6011 0.055
H -1.0547 1.4987 1.4688 0.138
H 0.3288 2.1404 -0.7158 0.141
H -0.3025 0.3438 -2.3603 0.104
H -1.3455 -2.0242 -0.9383 -0.133
H 1.7640 -0.0254 -1.3038 0.155
H 1.4058 -1.6478 0.7148 0.164
```

The calculation puts the strongest force on any atom at 2.03 eV Å⁻¹. The energy relative to the best compared isomer or geometry (same formula, charge and spin) comes out at 23.06 kcal per mole. As for the multiplicity: 1. The SMILES is S=C1N[C@@H]2[C@H](S)[C@@H]2N1. The value obtained for the highest occupied orbital energy is -8.15 eV. The HOMO-LUMO gap is 0.3184 Ha.

=====

2.
Here is a cluster of 2 separate species, C4H6N3 in total at a distorted geometry from the Open Molecules 2025 dataset. Energies are from wB97M-V/def2-TZVPD.

XYZ file:
```
13
Properties=species:S:1:pos:R:3:lowdin_charge:R:1
C 0.7472 -4.4367 -0.7499 0.118
C -0.1265 0.0285 0.2643 -0.119
C -0.1807 2.4186 -0.5108 -0.012
C -0.2716 2.4121 0.9543 -0.066
N 0.1705 -3.5211 -0.3607 0.124
N 0.1742 1.2266 0.3115 -0.006
N -0.3424 -1.1280 0.2581 0.289
H 1.2870 -5.3110 -0.9371 0.081
H -1.1226 2.4085 -1.1706 0.155
H 0.6297 2.8424 -1.1828 0.148
H 0.3944 2.8863 1.6329 0.114
H -1.3162 2.3170 1.5135 0.183
H -0.0431 -2.1432 -0.0227 -0.009
```

The calculation puts the strongest force on any atom at 4.89 eV Å⁻¹. As for the net charge: +1. The energy relative to the best compared isomer or geometry (same formula, charge and spin) comes out at 74.44 kcal per mole. As for the multiplicity: 1. The value obtained for the highest occupied orbital energy is -15.02 eV. The HOMO-LUMO gap is 0.4329 Ha.